1.
A structure of composition C28H31CsN7O in a non-equilibrium geometry, computed with the ωB97M-V functional and the def2-TZVPD basis.

```
68
Properties=species:S:1:pos:R:3:lowdin_charge:R:1
Cs -0.31697 -0.41513 -0.08277 1.32
C -0.38025 -5.22156 1.38060 -0.03
C -0.54382 -3.72637 1.41788 -0.30
N 0.21448 -2.90281 0.78565 -0.15
N 1.17501 -3.43005 -0.00838 0.02
C 1.98974 -2.53567 -0.56281 -0.54
O 1.98681 -1.27968 -0.44233 -0.39
C 3.04664 -3.15033 -1.44306 -0.15
C 3.16693 -4.52892 -1.60883 -0.03
C 4.15783 -5.05470 -2.42271 -0.08
C 5.04085 -4.21158 -3.08420 -0.10
C 4.92935 -2.83805 -2.92370 -0.09
C 3.93901 -2.31370 -2.10711 -0.04
C -1.62258 -3.15105 2.25008 -0.23
C -2.49025 -4.00400 2.94535 -0.01
C -3.48368 -3.46964 3.74427 -0.06
C -3.60318 -2.09257 3.83984 -0.07
C -2.71432 -1.32247 3.10765 -0.17
N -1.75570 -1.81507 2.33372 0.04
H 0.46748 -5.46585 0.74947 0.06
H -1.27171 -5.71074 0.98201 0.08
H -0.20587 -5.61657 2.38370 0.09
H 2.47548 -5.17644 -1.08971 0.10
H 4.24417 -6.12724 -2.54198 0.10
H 5.81319 -4.62455 -3.72056 0.10
H 5.61798 -2.17627 -3.43436 0.10
H 3.84222 -1.24614 -1.96187 0.10
H -2.38389 -5.07385 2.86184 0.10
H -4.15375 -4.12298 4.28808 0.11
H -4.35737 -1.62743 4.45923 0.10
H -2.77857 -0.23796 3.15418 0.09
C -5.06629 1.97017 0.04043 -0.04
C -5.20989 2.65999 -1.15048 -0.05
C -4.10979 2.81169 -1.97628 -0.01
C -2.88503 2.27130 -1.58497 -0.22
N -2.74238 1.62615 -0.42099 0.05
C -3.81000 1.47614 0.35615 -0.13
C -1.68082 2.34894 -2.45805 -0.22
C -1.71249 2.93301 -3.72558 0.00
C -0.56825 2.91614 -4.50345 -0.05
C 0.57513 2.30601 -4.01498 -0.04
C 0.52012 1.75169 -2.74572 -0.16
N -0.56386 1.79089 -1.98176 -0.04
H -5.90256 1.81264 0.70684 0.11
H -6.16953 3.06707 -1.44015 0.12
H -4.21664 3.33563 -2.91314 0.10
H -3.65331 0.92454 1.27731 0.09
H -2.61303 3.38131 -4.11517 0.10
H -0.57532 3.35791 -5.49113 0.12
H 1.47736 2.24555 -4.60736 0.11
H 1.37656 1.23429 -2.32728 0.10
N 2.48772 4.40384 1.67622 0.05
C 1.04652 4.64975 1.31114 -0.09
C 0.45620 3.33267 0.81522 -0.20
N 0.61516 2.25027 1.76070 -0.08
C 1.98429 2.04961 2.18132 -0.18
C 2.64224 3.32092 2.71108 -0.09
H 2.91956 5.26711 2.00625 0.18
H 2.99534 4.12361 0.83278 0.18
H 1.02655 5.43015 0.55206 0.14
H 0.55253 5.00642 2.21451 0.14
H 0.95502 3.05554 -0.12074 0.11
H -0.59724 3.45313 0.56587 0.13
H -0.04563 2.28409 2.52480 0.13
H 2.55947 1.66600 1.32996 0.14
H 2.03055 1.27852 2.94872 0.14
H 3.70598 3.19214 2.90368 0.14
H 2.15048 3.68456 3.61301 0.14
```

Results
- E_LUMO: -0.1186 Ha
- Orbital gap: 5.525 eV
- Charge: +1
- HOMO: -8.75 eV
- Energy relative to the best compared isomer or geometry (same formula, charge and spin): 43.94 kcal/mol

***

2.
An isolated molecule of C4H3FN2S in a non-equilibrium geometry, computed with the ωB97M-V functional and the def2-TZVPD basis.

```
11
Properties=species:S:1:pos:R:3:nbo_charge:R:1
F 0.30698 2.49416 -0.26446 -0.35
C 0.78964 1.17453 0.12155 0.63
N 1.99062 0.96093 0.22606 -0.48
C 2.04689 -0.46588 0.12336 0.22
N 0.98311 -1.14587 -0.20031 -0.41
C -0.03469 -0.20255 -0.20850 -0.03
C -1.30235 -0.49929 -0.15280 -0.27
S -2.71171 0.56072 0.08481 0.06
H 3.07894 -0.64754 0.22536 0.20
H -1.59971 -1.58841 -0.50085 0.25
H -3.54772 -0.64080 0.54579 0.17
```

Results
- E_LUMO: -0.0298 Ha
- Orbital gap: 8.558 eV
- SMILES: FC1=NC=N/C1=C/S
- HOMO: -9.37 eV
- Energy relative to the best compared isomer or geometry (same formula, charge and spin): 69.52 kcal/mol

***

3.
An isolated molecule of C21H22N6O4 in a non-equilibrium geometry, computed with the ωB97M-V functional and the def2-TZVPD basis.

```
53
Properties=species:S:1:pos:R:3:nbo_charge:R:1
C 3.42282 -6.35197 -2.16759 -0.24
O 2.76781 -6.16150 -0.93580 -0.50
C 2.56225 -4.90483 -0.43387 0.21
C 2.17246 -4.88069 0.90171 -0.21
C 1.90410 -3.70706 1.57664 -0.28
C 2.03284 -2.50114 0.90276 0.23
N 1.80153 -1.25271 1.48320 -0.66
C 1.31190 -0.96345 2.70837 0.68
O 1.01877 -1.76828 3.56885 -0.62
C 1.15234 0.54343 2.93334 -0.48
C 0.00710 1.14646 2.10850 -0.45
C 0.39469 1.52980 0.72770 0.33
N 1.37992 1.05636 -0.00495 -0.31
N 1.39478 1.65295 -1.19327 -0.26
C 0.40651 2.52156 -1.20915 0.23
C -0.06957 3.43133 -2.17783 -0.15
C -1.13696 4.19595 -1.84208 -0.25
C -1.73958 4.06461 -0.54121 0.38
N -2.75869 4.89092 -0.20242 -0.57
C -3.53158 4.66791 1.00680 -0.27
C -4.50725 3.54696 0.84804 0.24
C -4.41492 2.21920 1.14307 -0.29
C -5.62925 1.63208 0.71027 -0.31
C -6.36446 2.64462 0.17948 0.09
O -5.69475 3.80748 0.25302 -0.41
N -1.31050 3.21303 0.35925 -0.32
N -0.25784 2.47550 0.00625 -0.15
C 2.41829 -2.50478 -0.43653 -0.36
C 2.67797 -3.68202 -1.12115 0.31
O 3.03506 -3.70227 -2.44944 -0.52
C 3.19502 -2.47784 -3.12073 -0.25
H 3.57675 -7.42879 -2.24427 0.18
H 4.39051 -5.84510 -2.19320 0.18
H 2.81660 -6.01049 -3.00938 0.18
H 2.08390 -5.83090 1.40383 0.22
H 1.60169 -3.72082 2.60936 0.25
H 1.92546 -0.45962 0.84734 0.44
H 0.93530 0.68198 3.99296 0.24
H 2.08888 1.04956 2.69532 0.23
H -0.37296 2.04929 2.59513 0.24
H -0.82158 0.43191 2.06223 0.24
H 0.42080 3.48725 -3.13523 0.24
H -1.55337 4.91370 -2.53125 0.22
H -3.23829 5.35014 -0.96153 0.40
H -4.05956 5.59448 1.24140 0.22
H -2.82808 4.42268 1.80309 0.24
H -3.58725 1.72937 1.61180 0.23
H -5.90980 0.60208 0.78669 0.23
H -7.34009 2.66894 -0.26347 0.20
H 2.49976 -1.55399 -0.93911 0.22
H 3.97593 -1.86312 -2.66203 0.18
H 2.26080 -1.90841 -3.15619 0.18
H 3.49375 -2.74174 -4.13472 0.20
```

Results
- E_LUMO: -0.0051 Ha
- Orbital gap: 7.073 eV
- SMILES: COc1ccc(NC(=O)CCc2nnc3ccc(NCc4ccco4)nn23)cc1OC
- HOMO: -7.21 eV
- Energy relative to the best compared isomer or geometry (same formula, charge and spin): 42.31 kcal/mol

***

4.
A structure of composition C2H5O2P in a non-equilibrium geometry, computed with the ωB97M-V functional and the def2-TZVPD basis.

```
10
Properties=species:S:1:pos:R:3:nbo_charge:R:1
C 0.97204 0.65677 0.14242 0.09
C 0.97894 -0.27238 1.02412 -0.40
O 0.34513 0.28478 -1.07245 -0.80
O -1.25134 -0.25586 0.74048 -1.04
P -1.10638 -0.18903 -0.72714 1.80
H 1.38009 1.67225 0.11323 0.19
H 1.59465 0.02764 1.91252 0.20
H 0.53771 -1.15010 0.77185 0.20
H -1.40104 -1.36347 -1.49268 -0.11
H -2.04981 0.58940 -1.41236 -0.11
```

Results
- E_LUMO (spin up / spin down): 0.0377 / -0.0688 Ha
- <S²>: 2.01
- Spin multiplicity: 3
- Orbital gap (spin up / spin down): 5.912 / 9.081 eV
- HOMO (spin up / spin down): -4.89 / -10.95 eV
- Energy relative to the best compared isomer or geometry (same formula, charge and spin): 42.19 kcal/mol

***

What did the third record say?
An isolated molecule of C21H22N6O4 in a non-equilibrium geometry, computed with the ωB97M-V functional and the def2-TZVPD basis.

```
53
Properties=species:S:1:pos:R:3:nbo_charge:R:1
C 3.42282 -6.35197 -2.16759 -0.24
O 2.76781 -6.16150 -0.93580 -0.50
C 2.56225 -4.90483 -0.43387 0.21
C 2.17246 -4.88069 0.90171 -0.21
C 1.90410 -3.70706 1.57664 -0.28
C 2.03284 -2.50114 0.90276 0.23
N 1.80153 -1.25271 1.48320 -0.66
C 1.31190 -0.96345 2.70837 0.68
O 1.01877 -1.76828 3.56885 -0.62
C 1.15234 0.54343 2.93334 -0.48
C 0.00710 1.14646 2.10850 -0.45
C 0.39469 1.52980 0.72770 0.33
N 1.37992 1.05636 -0.00495 -0.31
N 1.39478 1.65295 -1.19327 -0.26
C 0.40651 2.52156 -1.20915 0.23
C -0.06957 3.43133 -2.17783 -0.15
C -1.13696 4.19595 -1.84208 -0.25
C -1.73958 4.06461 -0.54121 0.38
N -2.75869 4.89092 -0.20242 -0.57
C -3.53158 4.66791 1.00680 -0.27
C -4.50725 3.54696 0.84804 0.24
C -4.41492 2.21920 1.14307 -0.29
C -5.62925 1.63208 0.71027 -0.31
C -6.36446 2.64462 0.17948 0.09
O -5.69475 3.80748 0.25302 -0.41
N -1.31050 3.21303 0.35925 -0.32
N -0.25784 2.47550 0.00625 -0.15
C 2.41829 -2.50478 -0.43653 -0.36
C 2.67797 -3.68202 -1.12115 0.31
O 3.03506 -3.70227 -2.44944 -0.52
C 3.19502 -2.47784 -3.12073 -0.25
H 3.57675 -7.42879 -2.24427 0.18
H 4.39051 -5.84510 -2.19320 0.18
H 2.81660 -6.01049 -3.00938 0.18
H 2.08390 -5.83090 1.40383 0.22
H 1.60169 -3.72082 2.60936 0.25
H 1.92546 -0.45962 0.84734 0.44
H 0.93530 0.68198 3.99296 0.24
H 2.08888 1.04956 2.69532 0.23
H -0.37296 2.04929 2.59513 0.24
H -0.82158 0.43191 2.06223 0.24
H 0.42080 3.48725 -3.13523 0.24
H -1.55337 4.91370 -2.53125 0.22
H -3.23829 5.35014 -0.96153 0.40
H -4.05956 5.59448 1.24140 0.22
H -2.82808 4.42268 1.80309 0.24
H -3.58725 1.72937 1.61180 0.23
H -5.90980 0.60208 0.78669 0.23
H -7.34009 2.66894 -0.26347 0.20
H 2.49976 -1.55399 -0.93911 0.22
H 3.97593 -1.86312 -2.66203 0.18
H 2.26080 -1.90841 -3.15619 0.18
H 3.49375 -2.74174 -4.13472 0.20
```

Results
- E_LUMO: -0.0051 Ha
- Orbital gap: 7.073 eV
- SMILES: COc1ccc(NC(=O)CCc2nnc3ccc(NCc4ccco4)nn23)cc1OC
- HOMO: -7.21 eV
- Energy relative to the best compared isomer or geometry (same formula, charge and spin): 42.31 kcal/mol